{"formula": "C39H78O39", "method": "ωB97M-V with the def2-TZVPD basis set", "total_charge": 0, "homo_lumo_gap_ev": 10.328, "e_homo_ev": -10.4, "relative_energy_kj_mol": 875.4, "species": ["C", "O", "C", "O", "O", "C", "H", "H", "H", "H", "H", "H", "C", "O", "C", "O", "O", "C", "H", "H", "H", "H", "H", "H", "C", "O", "C", "O", "O", "C", "H", "H", "H", "H", "H", "H", "C", "O", "C", "O", "O", "C", "H", "H", "H", "H", "H", "H", "C", "O", "C", "O", "O", "C", "H", "H", "H", "H", "H", "H", "C", "O", "C", "O", "O", "C", "H", "H", "H", "H", "H", "H", "C", "O", "C", "O", "O", "C", "H", "H", "H", "H", "H", "H", "C", "O", "C", "O", "O", "C", "H", "H", "H", "H", "H", "H", "C", "O", "C", "O", "O", "C", "H", "H", "H", "H", "H", "H", "C", "O", "C", "O", "O", "C", "H", "H", "H", "H", "H", "H", "C", "O", "C", "O", "O", "C", "H", "H", "H", "H", "H", "H", "C", "O", "C", "O", "O", "C", "H", "H", "H", "H", "H", "H", "C", "O", "C", "O", "O", "C", "H", "H", "H", "H", "H", "H"], "xyz": [[5.107597, -6.377104, -9.622583], [6.221821, -6.677309, -8.810627], [6.339456, -6.235406, -7.511272], [5.403231, -5.636450, -6.946047], [7.577005, -6.592774, -6.973817], [8.555068, -7.358956, -7.677537], [4.219353, -6.827007, -9.179075], [5.169360, -6.668613, -10.671062], [4.846633, -5.319892, -9.574573], [8.808256, -6.871902, -8.619227], [8.149181, -8.317313, -8.001463], [9.384967, -7.527255, -6.991212], [-9.794326, -8.054255, -8.159192], [-8.901571, -7.085397, -7.628553], [-7.673569, -7.397248, -7.153113], [-7.146311, -8.473264, -7.123482], [-7.184490, -6.207004, -6.668136], [-6.029630, -6.292806, -5.855271], [-9.338868, -8.349543, -9.104426], [-10.726759, -7.625896, -8.526861], [-9.876633, -8.942203, -7.532392], [-5.183882, -6.778435, -6.342067], [-6.254250, -7.000451, -5.057221], [-5.739878, -5.382717, -5.330019], [2.227626, 2.323247, -7.637254], [1.869973, 3.373211, -6.710321], [2.451101, 3.555778, -5.482623], [3.195858, 2.726164, -4.899078], [2.218007, 4.852537, -5.073795], [2.610351, 5.265696, -3.813387], [2.122307, 1.271646, -7.370512], [3.246071, 2.431131, -8.010370], [1.529475, 2.389839, -8.471675], [3.058924, 6.258496, -3.778234], [3.360627, 4.622407, -3.353645], [1.710582, 5.183762, -3.203640], [-1.684910, 2.145907, 0.819096], [-0.942774, 0.968991, 0.607999], [-0.854738, 0.453379, -0.638377], [-1.439736, 0.791880, -1.660261], [0.121775, -0.573307, -0.680552], [0.275335, -1.322868, -1.903883], [-2.363727, 2.286625, -0.022037], [-1.180243, 3.111635, 0.791139], [-2.289224, 2.041815, 1.720242], [0.719395, -2.318205, -1.889518], [0.932708, -0.688568, -2.498552], [-0.644241, -1.421544, -2.480715], [-1.538594, -0.163474, 10.794366], [-0.816649, 1.016511, 10.546428], [-1.309135, 1.790044, 9.631100], [-2.185938, 1.588994, 8.850984], [-0.731522, 2.952524, 9.826121], [-0.802385, 3.912966, 8.849835], [-1.876115, -0.765469, 9.950697], [-2.457391, 0.134439, 11.299495], [-0.918327, -0.722156, 11.495253], [-1.378089, 3.681097, 7.953780], [0.188564, 4.158489, 8.467957], [-1.155361, 4.849042, 9.282595], [-4.132251, 8.455682, -2.211863], [-3.179501, 9.473674, -2.641687], [-3.176721, 10.706323, -2.027987], [-4.044863, 11.162049, -1.242370], [-2.065571, 11.320602, -2.451938], [-1.783199, 12.677729, -1.996711], [-3.735609, 7.446225, -2.320440], [-5.007086, 8.549418, -2.855269], [-4.463829, 8.635270, -1.189168], [-1.490384, 12.803216, -0.954308], [-2.660930, 13.247294, -2.302159], [-0.938090, 13.037229, -2.583768], [5.143332, -11.112275, 5.058262], [5.139686, -10.350951, 3.886042], [4.475091, -10.633393, 2.811462], [3.844657, -11.662531, 2.591239], [4.653405, -9.671731, 1.882925], [3.789501, -9.563328, 0.777375], [4.235044, -11.025646, 5.654599], [6.008963, -10.861334, 5.671299], [5.187801, -12.184814, 4.869130], [3.573522, -10.457664, 0.192900], [4.180563, -9.014081, -0.079071], [2.982240, -8.843679, 0.913564], [-7.868918, 1.806238, 1.193289], [-8.362445, 1.753539, 2.567381], [-8.344665, 2.905843, 3.343106], [-8.053822, 4.034829, 2.983354], [-8.856294, 2.599335, 4.530019], [-8.717143, 3.536252, 5.644370], [-8.469798, 1.256952, 0.468499], [-6.840020, 1.453312, 1.123139], [-7.909645, 2.791702, 0.729271], [-9.421828, 3.130126, 6.370031], [-9.084535, 4.549759, 5.483344], [-7.740608, 3.518308, 6.128272], [0.409114, -4.117167, 4.201931], [-0.462301, -4.741766, 3.307386], [-1.810563, -4.568439, 3.324121], [-2.591374, -5.009777, 2.514234], [-2.205196, -3.827379, 4.476789], [-3.470594, -3.141605, 4.525113], [0.499162, -3.039125, 4.068457], [1.448550, -4.378404, 4.003374], [0.218905, -4.597876, 5.161538], [-3.603783, -2.582019, 5.450976], [-4.275089, -3.857788, 4.357849], [-3.453878, -2.373583, 3.751828], [4.737792, 8.570986, 2.883430], [3.281155, 8.500390, 2.756786], [2.470335, 9.498191, 3.246852], [2.809131, 10.642761, 3.495796], [1.203746, 8.998181, 3.369191], [0.102164, 9.760224, 3.822889], [5.235360, 7.693756, 2.469926], [5.135023, 8.855109, 3.857897], [5.100032, 9.448965, 2.348605], [-0.793213, 9.138760, 3.836789], [-0.010852, 10.696695, 3.276681], [0.344838, 9.988812, 4.860656], [7.843594, -1.661417, 0.002502], [9.118343, -1.139184, 0.270609], [10.180114, -1.243427, -0.433422], [10.238791, -1.982502, -1.387805], [11.200985, -0.370291, -0.076895], [11.233097, 0.429342, 1.079187], [7.145178, -1.277367, 0.746022], [7.822574, -2.750735, 0.034851], [7.540760, -1.269197, -0.968355], [12.257890, 0.659734, 1.370425], [10.816010, -0.112205, 1.928222], [10.686797, 1.356617, 0.906456], [4.487874, 1.010184, 5.494426], [5.808801, 0.566755, 5.713500], [6.301350, -0.014955, 6.828054], [7.449086, -0.229984, 6.933269], [5.380852, -0.178113, 7.741891], [5.595363, -0.592107, 9.014596], [3.787361, 0.450686, 6.114383], [4.114481, 0.888226, 4.477672], [4.324692, 2.072854, 5.673909], [4.628992, -0.818555, 9.465111], [6.017854, 0.244414, 9.571225], [6.369980, -1.351471, 9.121484], [-10.471023, -0.466972, -6.482943], [-9.055334, -0.297615, -6.236468], [-8.210994, 0.084290, -7.256027], [-8.512441, 0.195223, -8.426003], [-7.091278, 0.474493, -6.714826], [-5.961493, 0.911545, -7.516549], [-10.938681, -1.022790, -5.670252], [-10.540515, -1.103926, -7.364730], [-11.019050, 0.463635, -6.630374], [-5.274088, 1.175786, -6.712957], [-6.065045, 1.707643, -8.253832], [-5.596731, 0.000539, -7.991015]], "forces_ev_per_angstrom": [[-1.9, 0.9, 1.1], [1.9, -0.3, 0.6], [-1.8, 0.4, -0.1], [3.7, -1.8, -1.2], [-2.6, 1.1, 0.0], [-0.7, -0.3, -1.0], [0.0, -0.4, -0.1], [0.9, -0.3, 0.4], [0.4, 0.2, -0.1], [0.5, 0.3, 0.3], [-0.1, -0.2, 0.3], [-0.1, 0.3, -0.2], [1.4, -0.9, -1.5], [0.1, 0.9, 0.7], [-0.7, 1.0, 0.3], [-0.1, 0.4, 0.0], [-0.4, -0.4, -0.7], [0.4, -1.8, 1.1], [0.1, -0.6, -0.1], [0.0, 0.4, 1.1], [-0.3, 0.3, 0.1], [0.0, 0.5, -0.5], [-0.1, -0.1, 0.3], [-0.5, 0.4, -0.8], [0.2, -0.3, -0.3], [0.1, 0.3, 1.3], [2.8, -1.7, 0.5], [-2.8, 2.8, -1.8], [-0.2, -2.0, -2.7], [0.3, -0.6, 2.1], [0.0, 0.2, 1.2], [0.0, 0.3, 0.2], [0.1, 0.7, 0.1], [-0.5, 0.1, -0.6], [0.0, -0.3, -0.3], [0.1, 0.5, 0.4], [-1.8, 0.8, -1.1], [1.3, -1.1, -0.7], [0.9, -1.0, -2.5], [0.6, -0.2, 2.4], [-1.7, 0.7, 1.6], [-0.2, 1.6, -1.4], [-0.4, -0.3, 0.0], [1.0, -0.5, 0.5], [0.4, -0.1, 0.0], [0.0, 0.2, 1.4], [0.1, -0.2, -0.3], [-0.2, 0.2, 0.4], [-0.9, -0.6, 1.2], [0.7, -1.4, 0.3], [-0.6, 1.3, 0.1], [-0.6, -0.9, -0.8], [1.1, 0.3, 0.6], [0.2, 2.1, -1.6], [0.7, 0.3, -0.4], [-0.1, -0.1, 0.2], [-0.2, -0.2, -0.2], [-0.4, -0.4, 0.4], [0.3, -0.3, 0.2], [-0.3, -0.1, 0.1], [-0.6, 1.1, -0.1], [0.0, 0.5, 1.0], [-2.1, 0.1, 1.5], [2.8, -1.5, -2.5], [0.2, 0.0, 0.7], [-0.6, -0.1, -1.0], [0.5, 0.4, -0.1], [0.0, -0.1, 0.0], [0.2, 0.0, 0.0], [-0.6, -0.5, 0.1], [0.1, 0.4, 0.6], [-0.1, -0.4, -0.2], [-0.4, -1.8, 0.7], [1.1, 1.9, 0.5], [-1.8, -2.6, -2.2], [0.6, 1.4, 0.7], [0.6, 0.6, 0.6], [-0.4, 0.6, -2.0], [-0.1, 0.6, -0.2], [-0.1, 0.4, -0.3], [0.2, 0.0, -0.5], [-0.6, -0.6, 1.2], [1.8, 0.3, 0.5], [-0.7, -0.9, 1.0], [0.1, 0.9, -0.2], [0.3, 1.1, 0.0], [-0.4, 0.9, -1.6], [0.1, -1.8, 0.3], [0.6, 0.1, 0.6], [-1.1, -0.6, 0.3], [-0.4, -0.7, 0.9], [-0.1, -0.1, 0.4], [0.1, 0.4, 0.8], [0.1, -0.2, 0.0], [0.4, -0.1, -0.8], [0.2, 0.0, -0.6], [1.1, -0.2, 0.9], [-1.7, -0.5, -1.7], [-1.2, 1.0, 1.4], [1.5, 0.6, 1.0], [1.3, -0.6, -0.9], [0.2, -0.3, -1.2], [-1.0, 0.1, 0.7], [-0.2, -0.8, -0.7], [-0.1, 1.2, 0.5], [0.5, -0.6, 0.3], [-0.1, 0.2, 0.0], [-0.3, -0.2, -0.3], [-0.1, 2.0, -0.3], [-0.3, 0.0, 0.9], [0.1, 0.8, 0.1], [-0.4, -1.8, -0.2], [1.7, -1.1, -1.2], [0.8, 0.8, 1.2], [-0.7, -0.1, 0.2], [-0.7, -0.8, 0.6], [-0.2, -0.1, -0.7], [0.3, 0.0, -0.5], [-0.1, -0.2, -0.1], [-0.4, 0.4, 0.1], [-0.4, -0.3, -0.9], [-0.8, 1.9, 3.6], [1.2, -0.1, -2.0], [0.9, 0.6, 0.4], [-0.4, -1.8, -1.4], [-0.8, -0.1, 0.9], [0.4, 0.1, 0.1], [0.2, 0.1, -0.2], [-0.2, -0.4, -0.1], [0.1, -0.1, -0.6], [-0.3, 0.1, 0.0], [0.0, 0.0, 0.1], [-1.5, -0.2, 0.7], [0.5, 0.0, -1.0], [-1.3, 1.5, -0.6], [2.1, -0.8, 0.3], [-2.4, 0.3, -2.0], [1.4, 0.2, 2.4], [0.0, 0.1, 0.1], [0.9, -0.5, -0.3], [0.6, 0.1, 0.5], [0.2, -0.4, -0.2], [-0.1, 0.2, 0.3], [-0.4, -0.5, -0.3], [0.6, -0.7, -1.1], [0.5, 0.4, 0.0], [-2.4, 0.8, -0.7], [0.2, -0.6, 0.8], [0.7, 0.5, 0.6], [0.2, -1.4, 0.8], [0.6, 0.2, 0.3], [-0.4, 0.2, -0.2], [0.4, 0.1, -0.1], [0.2, 0.3, -0.4], [-0.8, 0.0, 0.3], [0.2, 0.2, -0.3]]}